# 1
The following is a quantum chemistry calculation of C37H54BBrCeN6O8SSe2 as an isolated structure in a non-equilibrium geometry, from OMol25.

Structure (ORCA input):
```
! RIJCOSX wB97M-V def2-TZVPD def2/J DEFGRID3
* xyz -1 2
Ce 13.0810 11.1750 12.8120
Br 7.5000 7.3139 7.3515
Se 8.0786 16.1293 16.5625
Se 5.9366 12.4417 14.2189
S 10.6392 11.5970 15.4708
O 11.5129 15.3452 13.2929
O 11.2948 12.5552 16.4011
O 12.4852 13.3582 12.3248
O 9.8299 10.4693 15.9697
O 11.9544 10.9438 14.5777
O 12.0508 8.9008 12.2587
O 10.3024 14.4151 11.5258
O 12.1559 10.6452 10.8323
N 15.1532 12.2638 13.8862
N 14.9998 12.0844 11.2006
N 14.1728 11.8551 8.9851
N 14.6402 13.3205 15.9578
N 15.9228 11.3504 15.9343
N 16.3350 11.0679 9.5995
C 6.2899 12.9138 12.3142
C 10.3037 9.7845 9.1653
C 14.0504 14.4649 15.3058
C 7.3019 15.3554 18.2182
C 13.8289 10.8472 7.9841
C 15.8281 13.0342 11.7501
C 8.5848 20.1916 10.3408
C 17.4256 14.8520 11.4442
C 7.7208 18.3133 8.9864
C 16.9197 11.2722 8.2872
C 9.2639 9.4017 8.3300
C 16.5991 11.6364 17.2321
C 11.7475 9.4512 11.1812
C 9.2584 7.2420 9.5110
C 7.6109 14.6805 15.3228
C 13.3594 13.0659 8.9626
C 8.7523 8.0628 8.4959
C 10.6333 17.5632 12.9505
C 9.9240 18.4444 12.0530
C 17.7141 14.7962 12.8302
C 6.2835 13.9528 15.4332
C 17.2575 10.5430 10.6437
C 8.9320 18.8553 9.6809
C 16.4238 14.0211 10.9437
C 9.8743 15.7933 11.6253
C 10.1891 7.7000 10.4329
C 15.2772 12.3557 15.2971
C 14.1905 13.1216 17.3383
C 15.1339 11.6358 9.9485
C 10.1646 18.9372 8.7901
C 9.2074 16.5253 10.6514
C 9.3860 17.9437 10.8780
C 15.9787 13.0789 13.1620
C 16.4369 10.1641 15.2030
C 16.9523 13.9663 13.6681
C 10.6881 8.9931 10.2219
C 10.5980 16.2246 12.6952
B 11.5485 14.2921 12.3446
H 17.6272 12.1452 8.2851
H 17.4226 10.4138 7.9757
H 13.2348 13.4589 10.0069
H 8.9246 10.1196 7.5203
H 16.1689 11.5373 7.5322
H 7.3624 12.6269 12.1653
H 7.9726 17.3355 8.5392
H 6.1563 13.5058 16.4401
H 10.4578 18.0525 8.2522
H 8.8402 16.1027 9.7290
H 7.9131 14.5924 18.7211
H 16.1158 14.0549 9.8803
H 13.8258 13.8767 8.4044
H 11.1516 18.0000 13.7787
H 12.3645 12.8356 8.5227
H 7.2695 18.9711 8.1628
H 18.1627 11.1448 10.7648
H 16.6689 10.5603 11.5942
H 8.0063 20.9323 9.7812
H 5.4573 14.7141 15.2674
H 16.7227 12.7474 17.4231
H 6.1682 13.9470 12.0917
H 5.5716 12.3231 11.7074
H 15.6252 9.7322 14.5104
H 13.7573 11.2865 6.9909
H 17.0249 14.0712 14.7524
H 12.9084 10.3157 8.2399
H 10.8011 10.7295 8.9372
H 7.7802 15.2485 14.3953
H 8.4572 14.0032 15.4833
H 14.4212 15.3882 15.7466
H 17.4004 10.3175 14.6770
H 15.9037 11.5387 18.0365
H 9.9100 19.4852 12.2263
H 10.4857 7.1510 11.3231
H 9.4542 20.7771 10.7231
H 12.9893 14.4849 15.4213
H 14.9048 13.4958 18.1365
H 11.0005 19.0809 9.5345
H 13.2920 13.6775 17.5574
H 16.6816 9.4617 15.9609
H 8.9089 6.2113 9.6343
H 6.9317 18.1547 9.7675
H 13.9831 12.0419 17.4715
H 18.5209 15.3837 13.2216
H 10.2669 19.7646 8.1065
H 7.3015 16.1938 18.9302
H 14.6788 10.1090 8.0371
H 6.2859 15.0410 18.1670
H 7.9756 19.9563 11.2068
H 14.4038 14.6213 14.2674
H 17.5732 11.1078 17.2777
H 17.5662 9.5106 10.3482
H 17.7813 15.6992 10.8164
*
```

## Properties
- electronic energy (Ha) = -10647.96701
- orbital gap (spin up / spin down) (Eh) = 0.18487 / 0.18472
- expectation value of S² = 0.7508

# 2
The following is a quantum chemistry calculation of C37H54BaN6O4P as an isolated structure in a non-equilibrium geometry, from OMol25.

Structure (ORCA input):
```
! RIJCOSX wB97M-V def2-TZVPD def2/J DEFGRID3
* xyz 1 1
Ba 0.6394 -1.8653 -1.4846
P 0.3951 -1.5868 2.6169
O -0.9970 -0.8265 -0.0866
O 4.6518 -2.0497 -2.5383
O -1.8236 -2.4550 -1.4055
O 2.4467 -1.7572 -2.8816
N -2.7673 0.7432 -1.3795
N 2.3991 0.6298 -1.3756
N -0.3071 1.7160 0.1421
N 1.0354 -3.2019 2.5885
N -0.4333 0.7502 -3.5669
N 1.9750 -3.4905 0.4389
C 1.6275 -0.0487 4.5092
C -1.2094 4.0340 0.1428
C -3.3303 -3.2019 2.0190
C 1.5158 0.4080 -4.9987
C 1.1072 2.2319 0.1423
C 2.7788 -4.2300 -0.4071
C 0.6726 -1.4287 6.7185
C -1.3236 2.6685 0.8049
C 2.2979 -5.1645 2.1279
C 1.9827 0.3663 5.7898
C -2.8124 0.7563 -2.8396
C 2.2121 1.2023 -0.0408
C -2.7283 2.0621 0.6666
C 3.6050 -1.4781 -2.3303
C 3.0797 -5.8946 1.2833
C -3.3344 1.9278 -0.7297
C 1.5030 -0.3229 6.8897
C -1.6782 1.5393 -3.4779
C -3.1934 -0.5378 -0.8165
C -1.9522 -3.0217 2.0340
C -4.1619 -2.2968 2.6639
C 0.7950 -1.1497 4.3208
C 0.3186 -1.8335 5.4438
C -0.9947 2.7393 2.2913
C -1.3895 -1.9337 2.6927
C -4.8567 1.9276 -0.6654
C 1.7801 -3.9392 1.6672
C 3.8983 1.3842 -3.2937
C 0.2403 2.4801 -5.2941
C -1.9525 -1.3905 -0.7434
C 2.7110 1.7030 -2.3831
C -2.2325 -1.0257 3.3367
C 3.3460 -5.4054 0.0032
C -3.6093 -1.2053 3.3239
C 1.5096 2.2550 -3.1870
C 0.7129 1.4625 -4.2465
C 3.5097 -0.3698 -1.2508
H 3.1220 1.7251 0.2972
H 4.4933 0.0994 -1.1839
H -5.2197 1.1765 0.0419
H 3.9927 -5.9415 -0.6775
H 0.2981 -1.9648 7.5810
H 1.1535 3.0255 -0.5945
H -3.3806 2.6810 1.2871
H -4.2468 -0.4987 3.8414
H -1.8176 -0.1753 3.8694
H -0.3668 0.8015 0.6109
H 3.3632 -0.8999 -0.3008
H -3.0132 2.7794 -1.3373
H -1.3165 -3.7296 1.5155
H 1.2553 2.6835 1.1189
H -2.7087 1.0763 1.1446
H -1.7813 3.3020 2.7943
H 2.0163 0.4812 3.6457
H -5.2345 -2.4431 2.6584
H -1.4784 2.4469 -2.8964
H -0.2671 3.3474 -4.8667
H 3.8751 0.3921 -3.7374
H 3.9093 2.1002 -4.1165
H 2.9929 -3.8166 -1.3946
H -0.0551 3.2478 2.5029
H -3.7747 1.1406 -3.2045
H 2.3825 0.8532 -5.4876
H -2.7545 -0.2795 -3.1840
H 3.0313 2.5741 -1.7917
H 1.8581 -0.4055 -4.3623
H 3.5015 -6.8357 1.6126
H 2.0447 0.3839 0.6674
H 0.7545 2.6559 -2.5017
H -0.3506 -2.6800 5.3240
H -5.3040 1.7131 -1.6372
H -3.7499 -4.0567 1.5039
H -0.4301 2.0173 -6.0216
H -3.5584 -0.4149 0.2050
H -1.1625 3.9724 -0.9473
H -2.0167 1.8834 -4.4573
H -0.9602 1.7434 2.7422
H 2.0922 -5.5046 3.1346
H -0.6501 -0.0551 -4.1495
H -3.9736 -1.0237 -1.4079
H 1.7717 -0.0042 7.8887
H -2.0902 4.6244 0.4000
H 1.9253 3.1364 -3.6855
H 4.8458 1.4879 -2.7670
H 2.6327 1.2217 5.9212
H -0.6585 1.4733 -0.7988
H 0.9330 -3.7110 3.4529
H 0.8859 -0.0145 -5.7887
H -5.2454 2.8941 -0.3396
H 1.1073 2.8537 -5.8420
H -0.3318 4.5839 0.4833
*
```

## Properties
- electronic energy (Ha) = -2438.59856
- orbital gap (Eh) = 0.33223
- energy above the lowest of the compared OMol25 structures with the same formula, charge and spin (kcal per mole) = 10.2

# 3
The following is a quantum chemistry calculation of C37H55Cl75N4O4PS as an isolated structure in a non-equilibrium geometry, from OMol25.

Structure (ORCA input):
```
! RIJCOSX wB97M-V def2-TZVPD def2/J DEFGRID3
* xyz 1 1
Cl -8.3420 5.5216 14.2038
Cl 4.4986 1.4592 -8.8005
Cl -3.4240 2.3212 2.6035
Cl 8.9710 4.7634 -3.5615
Cl -1.8230 -7.7752 -2.5918
Cl 6.6741 -2.6960 -5.1140
Cl 5.3702 0.6298 -6.2136
Cl -6.7739 -2.8334 3.5449
Cl 6.6546 4.2666 -1.8862
Cl 0.6898 -2.0114 10.3624
Cl -1.2056 -9.5201 8.1221
Cl -0.5897 -5.6540 7.7711
Cl -4.2542 3.4015 -2.1220
Cl 10.7262 -0.5356 2.5665
Cl -1.0971 -3.1698 2.9908
Cl -6.4284 -0.1058 2.6117
Cl -2.6853 -0.7576 3.3421
Cl -7.4778 -0.6774 11.0848
Cl -6.8784 3.8076 12.3758
Cl 12.9699 1.3093 2.5762
Cl 0.5232 -5.0900 5.1324
Cl -1.8794 1.9427 -6.2793
Cl -5.6330 3.8715 7.1830
Cl 12.9938 -0.9966 0.8109
Cl 12.4349 3.3914 -0.8382
Cl 5.9141 5.9586 -9.7691
Cl -6.5433 2.9753 -0.3933
Cl 1.2297 6.6814 -10.1580
Cl 1.5210 5.6119 -12.8274
Cl 0.7738 4.9769 -2.9273
Cl 2.0272 1.7101 -10.2784
Cl -0.0618 4.2360 -15.8352
Cl 3.8692 4.9613 -7.9556
Cl 0.0672 3.7924 -7.3837
Cl -9.7691 -3.7937 4.9424
Cl -3.2946 -6.3364 -0.5655
Cl -8.1576 -0.1808 8.3052
Cl -8.2065 -6.2210 4.6197
Cl -3.7185 -5.7253 -3.3713
Cl -4.3432 1.5999 5.2677
Cl -0.5457 4.5612 -11.0463
Cl 0.0888 2.5516 -13.4642
Cl -2.4010 2.7721 -14.9392
Cl 6.9487 -4.0691 -2.5700
Cl 9.2668 -3.6933 -4.2786
Cl 0.9513 -2.5358 7.5205
Cl -2.1996 -2.9635 10.3380
Cl 1.4420 -4.6591 9.4396
Cl -5.4039 -0.0435 9.1328
Cl -9.4192 2.6645 7.3372
Cl 6.3412 5.6588 -4.4212
Cl -6.4251 6.6849 12.3679
Cl -7.5816 4.1152 9.2966
Cl 12.7568 6.1661 -1.6372
Cl -11.5906 3.3011 5.5124
Cl -11.0444 -6.2286 4.0044
Cl -6.8821 2.9696 -3.2790
Cl -3.9433 -3.1736 2.3753
Cl -1.0078 -3.0584 6.5530
Cl -4.8984 4.2506 4.2433
Cl -5.1108 -3.0660 10.2548
Cl 4.3710 3.2019 -11.1183
Cl 7.1686 2.8806 -6.0214
Cl 5.6661 7.0703 -7.0931
Cl -1.1401 -7.9531 5.6820
Cl 8.2302 0.1951 -6.3704
Cl -3.5793 -5.4740 10.8147
Cl -5.3560 5.9870 9.1373
Cl 0.8205 2.0044 -5.2068
Cl -11.6241 0.8044 7.0002
Cl 3.4131 5.5111 -1.8321
Cl 1.1381 5.0834 -0.0798
Cl -8.1622 -0.6589 4.8718
Cl 10.9398 5.4790 0.5215
Cl -3.6163 -9.2069 6.5341
S 5.6493 0.0653 -1.2864
P 1.6272 -1.8953 -2.7059
O 1.3770 -5.1060 -2.6105
O 6.5741 -0.1307 -2.3533
O 6.0564 0.9891 -0.2879
O 5.2988 -1.3133 -0.5975
N 2.6515 -2.5379 -1.5608
N -1.0614 2.8017 -0.1184
N -2.6163 1.1794 -0.8506
N -1.3054 2.3573 -2.3892
C 2.2786 -0.3848 -3.4606
C -3.3559 -6.9963 -2.1999
C 3.8154 -0.2372 -3.2930
C 1.5617 -2.9268 9.1344
C 0.1041 -4.4244 6.7212
C -10.6072 2.0102 6.2082
C -3.7544 2.9109 4.2413
C 1.4141 -6.1043 -0.4602
C 0.6570 -5.1471 -1.3888
C -2.2771 0.2472 0.2234
C -7.0752 0.2390 9.6314
C -1.6453 2.1217 -1.1846
C -2.6846 -2.5160 3.4208
C -5.9882 3.6605 -1.9230
C -0.4819 2.9626 -5.9342
C 11.6367 4.9568 -1.0135
C 1.6769 5.7439 -1.6281
C -6.8148 5.2791 13.3540
C 5.5032 5.6168 -8.0861
C -0.6407 2.7616 -15.0600
C -1.8581 -9.3480 6.4914
C 6.9576 1.1736 -5.6528
C -0.1503 -0.8746 -0.7592
C -7.5497 -1.2657 3.3317
C 7.4017 5.3830 -3.0384
C 1.0892 5.2352 -11.1629
C 3.7887 1.7008 -10.3987
C -3.6126 -3.9426 9.9361
C -9.7879 -5.5545 5.0418
C 4.0862 0.5714 -2.0004
C 7.7400 -3.0022 -3.7394
C -6.4967 5.0078 8.2217
C 11.9889 0.2249 1.5931
C -0.0595 -1.5979 -2.1165
C 1.5081 -3.1313 -4.0442
C 0.7245 -4.3906 -3.6416
C -1.6056 -1.0415 -0.2390
H 2.5009 -3.4119 -4.3858
H 1.0140 -4.0604 7.1804
H -1.6367 -1.8183 0.5170
H 7.5624 6.3287 -2.5380
H 2.4544 -6.0887 -0.7729
H 11.5102 0.8128 0.8208
H -2.9290 0.6572 -1.6565
H -6.0332 5.1565 14.0913
H -0.7794 3.7101 -5.2094
H 6.1952 4.8729 -7.7149
H 0.6377 -4.1851 -0.8717
H -0.5946 -0.9865 -2.8392
H 3.0141 -3.4187 -1.9170
H -2.8225 3.2704 4.6572
H 4.1479 1.6353 -2.1948
H -1.6039 -10.2365 5.9297
H 1.0776 -7.1270 -0.5856
H -7.0943 5.6682 7.6071
H 10.8312 4.8409 -1.7244
H -3.2141 -0.0499 0.6886
H 1.7868 4.4953 -10.7912
H 1.7835 0.5181 -3.1093
H 4.0839 0.8754 -11.0327
H 2.0688 -0.4453 -4.5268
H -0.4186 3.5072 -0.4730
H -2.8924 -2.8089 4.4424
H -4.1441 -7.7359 -2.2458
H -1.8449 1.7729 -3.0240
H -10.0743 1.5222 5.4033
H 0.1583 0.1667 -0.8122
H -0.3502 1.9224 -15.6771
H 3.3020 0.3455 -1.2868
H 1.4692 6.8056 -1.6439
H 7.9404 -2.0585 -3.2532
H 2.2054 -2.6905 -0.6638
H 1.3182 -5.7713 0.5649
H -7.1907 1.2922 9.8521
H 0.9294 -2.6713 -4.8434
H -0.3485 -5.5456 -1.5165
H 0.4978 -1.3492 -0.0215
H 4.2041 0.2784 -4.1552
H -8.3856 -1.3905 2.6558
H 4.2774 -1.2184 -3.2453
H -2.2011 -1.4214 -1.0727
H -0.5392 -2.5594 -1.9791
H -3.5724 -4.1618 8.8774
H -6.1730 4.7261 -1.9037
H -10.0080 -5.8319 6.0638
H 6.9945 1.0479 -4.5762
H -0.3143 -4.1664 -3.4063
H -0.4596 2.1378 0.3628
H 5.9726 -1.5182 0.0752
H -1.6918 0.6891 1.0200
H 2.6049 -2.6450 9.1788
H 0.6996 -5.0237 -4.5265
*
```

## Properties
- electronic energy (Ha) = -37216.22497
- orbital gap (Eh) = 0.32391